1.
The following is a DFT calculation (ωB97M-V/def2-TZVPD) of one molecule with the formula C26H48BrO6PS in a non-equilibrium geometry.

Properties
**LUMO level**: 0.286 eV
**SMILES**: C#CC[C@](CC)(OCCCCCCCCCCCCCOC)[C@](Br)(O[C@@H](C)C[C@@H]1CO1)P(O)(O)=S
**Maximum force**: 2.1 eV Å⁻¹
**Kohn-Sham gap**: 0.3291 Ha
**E_tot**: -130189.09317 eV

```
83
Properties=species:S:1:pos:R:3:forces:R:3:lowdin_charge:R:1
Br -4.11223 2.03343 -1.13774 -0.1 0.0 -0.1 0.858
S -3.56689 -1.02117 -2.60803 0.0 -0.2 0.3 0.278
P -3.41448 -0.95802 -0.68031 0.1 0.3 -1.5 0.230
O -1.86148 -1.04640 -0.24969 -0.4 0.1 0.6 -0.211
O -5.48865 0.21957 0.56567 0.3 0.5 -0.3 -0.144
O 8.20839 -4.25681 -1.54827 -0.4 0.1 0.1 -0.195
O -2.17435 1.41149 0.96993 0.0 0.0 0.4 -0.160
O -7.07222 -1.58983 2.20758 0.3 -0.3 0.2 -0.035
O -4.16690 -2.18532 0.04652 0.5 0.3 0.3 -0.193
C -7.81781 0.33901 0.80735 0.7 -1.0 0.1 -0.084
C -2.69709 0.16562 3.78737 -0.6 -0.3 0.1 -0.054
C -8.34872 -1.29107 2.74997 -0.2 0.3 -2.1 -0.099
C -6.87014 -0.49680 -1.37551 0.3 0.1 -0.1 -0.049
C 7.50179 -5.36315 -1.02781 0.1 0.1 -0.2 -0.120
C 0.82031 3.27435 0.53343 0.3 -0.7 -0.4 -0.194
C -4.25044 2.19620 2.09969 -0.6 0.5 0.5 -0.123
C -6.66010 0.47021 -0.20573 -1.5 -0.4 0.0 -0.376
C -8.02254 -1.08489 1.30143 -0.6 0.7 0.6 -0.298
C 6.74510 -1.40931 -2.95361 -0.5 0.1 0.1 -0.182
C 8.37926 -3.23196 -0.57563 0.6 -0.1 -0.5 -0.243
C 1.46404 2.72569 -0.75784 -0.3 -0.1 0.5 -0.214
C -3.45133 1.04261 1.45985 0.0 -0.5 -0.3 -0.482
C 5.71108 1.00929 -2.91399 -0.1 -0.2 -0.1 -0.225
C 8.60929 -1.90155 -1.27318 -0.3 0.5 0.4 -0.173
C 5.92302 -0.29911 -3.67505 0.3 0.0 0.0 -0.202
C -6.06592 1.33100 3.85001 0.2 0.5 0.3 0.121
C 2.75556 1.94458 -0.50526 0.4 0.2 -0.5 -0.215
C 7.31822 -1.08421 -1.56177 0.7 -1.0 -0.5 -0.194
C -4.21424 0.57216 0.15824 0.4 -0.4 0.7 -0.749
C 4.75478 0.89504 -1.70522 0.4 0.7 -0.5 -0.215
C 0.07408 2.17236 1.32409 0.2 0.3 0.1 -0.140
C -5.26368 1.79935 3.09002 0.1 -0.7 -0.3 -0.110
C -1.41820 2.45219 1.55579 0.4 0.5 -0.3 -0.198
C -3.31646 -0.15461 2.40739 0.0 -0.1 0.4 -0.157
C 3.72458 2.02178 -1.70062 -0.4 -0.2 0.3 -0.229
H 5.34158 1.00381 -0.79032 -0.1 -0.5 0.2 0.109
H 9.24719 -1.29291 -0.62476 0.0 -0.1 0.0 0.107
H 1.63338 3.66084 1.15091 -0.1 0.3 0.0 0.101
H -3.41890 -0.08539 4.56584 0.0 0.1 0.0 0.070
H 9.26577 -3.48209 0.02150 -0.1 0.0 0.2 0.121
H -2.69991 -0.91654 1.94045 0.1 0.2 -0.2 0.091
H -6.71670 1.49414 -0.57812 0.5 0.1 0.1 0.107
H 7.42914 -6.11419 -1.81271 0.1 0.0 0.0 0.085
H 4.94966 -0.70696 -3.95932 0.0 0.1 0.0 0.104
H -1.53749 -1.95245 -0.33047 0.1 0.1 -0.2 0.084
H 4.24889 2.98111 -1.66716 0.0 0.0 -0.1 0.118
H -8.99746 -2.14271 2.90523 0.1 0.1 0.7 0.109
H 6.48544 -5.06979 -0.74233 0.0 0.0 0.1 0.085
H 7.58217 -0.03641 -1.44972 -0.3 0.1 0.0 0.094
H 6.42957 -0.05837 -4.61313 0.0 0.0 0.0 0.100
H -3.79745 -2.99732 -0.33027 -0.4 -0.1 0.0 0.081
H -4.29573 -0.61440 2.54273 -0.1 0.1 0.0 0.112
H 0.17206 1.22598 0.79130 -0.1 0.0 0.0 0.109
H -4.76923 2.78308 1.33894 0.2 0.0 -0.1 0.094
H -8.47111 -1.78369 0.60054 0.3 -0.2 0.0 0.138
H 9.17256 -2.05470 -2.19430 0.0 -0.1 0.0 0.112
H 0.56950 2.04670 2.28862 -0.1 -0.1 0.0 0.110
H 3.13393 2.00839 -2.62241 0.1 -0.1 -0.1 0.115
H 3.27528 2.34392 0.37141 -0.1 -0.1 0.1 0.111
H -6.71834 1.03249 4.63526 -0.1 -0.1 -0.1 0.039
H -6.36998 -1.44656 -1.19566 0.0 0.0 0.1 0.068
H 7.54523 -1.73838 -3.61649 0.1 0.1 0.0 0.100
H 6.59097 -1.39886 -0.81290 -0.1 0.5 0.2 0.104
H 6.68482 1.40546 -2.61841 -0.1 0.1 0.1 0.100
H 0.15180 4.08936 0.25461 -0.1 0.1 0.2 0.100
H 5.30448 1.73780 -3.62168 0.0 0.0 0.0 0.104
H 6.09497 -2.27972 -2.83856 0.1 -0.1 0.0 0.105
H -7.93398 -0.69670 -1.50758 0.0 0.1 0.0 0.082
H -7.57895 0.93513 1.68858 -0.2 0.3 -0.2 0.099
H 0.74296 2.04825 -1.22478 0.0 0.2 -0.2 0.116
H 1.63898 3.55712 -1.44413 0.1 0.0 0.0 0.108
H -2.45337 1.21475 3.93291 0.2 0.0 0.0 0.063
H -8.43353 -0.34565 3.26917 0.0 -0.3 0.7 0.097
H -1.82730 -0.46184 3.97288 0.2 0.2 -0.1 0.074
H 7.50492 -3.17491 0.08104 0.0 0.0 0.1 0.115
H 4.25646 -0.07492 -1.74629 0.0 0.0 0.3 0.114
H -1.66933 3.39961 1.06006 -0.1 0.0 0.0 0.119
H 8.02520 -5.79793 -0.16933 -0.1 0.0 0.1 0.087
H -3.60258 2.90077 2.62216 0.2 -0.1 -0.2 0.116
H -1.60647 2.60446 2.61859 -0.1 -0.3 0.0 0.103
H -8.74598 0.64481 0.32363 0.0 0.3 0.1 0.130
H -6.48028 -0.08883 -2.30599 0.1 0.0 0.0 0.058
H 2.54950 0.88844 -0.31453 -0.1 0.0 0.2 0.109
```
Positions in Å, forces in eV/Å.


2.
The following is a DFT calculation (ωB97M-V/def2-TZVPD) of C26H48CaCl2N2O3P as an isolated structure in a non-equilibrium geometry.

Properties
**Total charge**: -1
**LUMO level**: 2.408 eV
**Energy relative to the best compared isomer or geometry (same formula, charge and spin)**: 0.0000 eV
**Maximum force**: 2.4 eV Å⁻¹
**Kohn-Sham gap**: 0.2619 Ha
**E_tot**: -89642.71559 eV

```
83
Properties=species:S:1:pos:R:3:forces:R:3:lowdin_charge:R:1
Ca -0.14830 -0.24297 0.07434 -0.2 0.7 -0.6 0.909
Cl -1.15225 -1.48328 2.11208 0.0 -0.4 0.2 -0.177
Cl -0.08193 -2.47375 -1.49763 -0.4 -0.1 -1.0 -0.032
P 1.56518 1.56481 2.19625 -1.0 -0.3 -1.2 1.068
O 1.22831 1.07429 -1.49784 -0.2 1.9 -0.6 -0.135
O 2.09106 -1.01401 0.28513 0.4 -1.1 -0.1 -0.211
O -1.54699 1.53046 -0.30402 1.7 -0.2 0.3 -0.374
N 1.67158 2.98445 -2.66243 0.5 0.5 -0.9 -0.172
N 3.00809 -3.09063 0.45530 1.8 -0.7 -0.1 -0.169
C 0.67376 -0.05279 4.42631 -0.2 0.0 -0.1 -0.172
C -2.49808 0.13383 -2.06845 -0.4 -0.3 1.2 -0.268
C 0.76358 3.49735 4.17801 -0.3 0.4 0.1 -0.122
C -3.87305 1.11804 -0.11689 -0.2 -0.2 -0.6 -0.180
C 0.20994 4.03964 1.76829 0.0 -0.2 0.0 -0.117
C 4.35600 -2.55117 0.28906 -0.2 -0.2 0.2 -0.034
C 3.15629 0.18102 4.23244 0.0 -0.1 0.1 -0.129
C 3.26193 2.21816 1.89131 0.2 0.1 0.1 -0.555
C -2.97030 -2.26212 -2.74110 0.0 -0.5 -0.1 -0.171
C -2.64781 1.29771 -1.04259 -1.0 -0.3 0.3 -0.484
C 0.42474 2.91852 2.79488 0.3 -0.3 0.9 -0.535
C -6.21047 0.79345 1.41284 0.3 0.0 -0.2 -0.124
C 1.83190 0.20631 3.45490 0.2 -0.2 0.1 -0.550
C -4.95375 0.52706 1.96749 0.1 0.1 -0.2 -0.094
C 1.71700 4.44601 -2.65321 -0.2 -0.3 0.0 -0.051
C 1.05483 2.29617 -1.70004 -0.3 -1.7 1.2 -0.330
C -3.07970 -1.06378 -1.86334 -0.1 1.0 -0.1 -0.149
C 3.41574 2.84223 0.50001 0.0 0.0 -0.1 -0.123
C -3.78190 0.67765 1.21018 -0.1 0.1 -0.1 -0.049
C -6.28855 1.20764 0.07555 0.1 0.1 0.0 -0.115
C 2.46442 2.27580 -3.67170 0.0 0.1 0.2 -0.030
C -1.51460 0.41956 -3.16547 0.1 -0.1 -0.1 -0.072
C 1.99722 -2.26017 0.32824 -2.2 0.6 0.7 -0.478
C 2.84231 -4.48681 0.85138 -0.1 0.3 -0.3 -0.037
C -5.12761 1.37058 -0.68116 0.0 -0.2 0.5 -0.062
C 3.82636 3.15938 2.94948 0.6 0.1 0.1 -0.130
H -1.57273 1.48958 -3.44569 0.2 -0.4 0.1 0.081
H 4.88787 -3.05503 -0.52787 -0.1 0.0 0.1 0.087
H 0.80946 -1.06653 4.84452 -0.1 0.4 -0.1 0.079
H -0.48465 0.17071 -2.81999 -0.6 0.2 -0.5 0.046
H -3.72710 -1.19647 -0.97881 0.3 0.2 -0.5 0.118
H 3.35365 4.14802 2.90845 0.0 -0.2 0.0 0.066
H 0.85346 2.72245 4.95668 0.0 0.3 -0.4 0.055
H -1.75198 -0.20139 -4.04082 0.3 0.3 0.1 0.068
H 1.13023 4.82009 -1.80800 0.1 -0.1 -0.1 0.087
H -2.24564 -2.16409 -3.56701 -0.3 0.0 0.4 0.051
H 2.77677 3.72840 0.38264 0.1 -0.2 0.0 0.059
H 4.89729 3.30750 2.74303 -0.1 0.1 0.1 0.075
H 4.92386 -2.69229 1.21526 0.1 0.1 -0.1 0.083
H 2.74483 4.81268 -2.55503 0.0 -0.2 0.1 0.085
H -0.53198 2.36205 2.86894 0.4 0.2 0.0 0.106
H -3.95696 -2.53767 -3.14546 0.1 0.1 0.0 0.066
H 3.86866 1.29791 1.88053 -0.2 0.2 0.0 0.092
H 1.13341 4.58708 1.54254 -0.1 -0.1 0.1 0.058
H 0.98753 -2.75883 0.23818 1.2 0.4 0.7 -0.023
H 1.83092 -0.64216 2.73892 0.1 0.3 0.5 0.064
H 3.44345 -4.69910 1.73667 0.0 0.1 0.1 0.080
H -0.50567 4.76134 2.18301 0.1 -0.1 -0.1 0.077
H -4.86282 0.20413 3.00526 -0.1 0.0 -0.2 0.094
H -5.15012 1.67353 -1.73420 -0.2 -0.1 0.4 0.112
H -0.05429 4.17970 4.47641 0.3 -0.2 0.1 0.074
H 1.69617 4.08489 4.15101 -0.4 -0.2 0.1 0.052
H 3.54232 2.36327 -3.45843 -0.3 -0.1 0.0 0.090
H 3.17293 2.11968 -0.28603 0.0 0.1 0.2 0.059
H 4.45936 3.15857 0.35397 -0.2 0.0 0.0 0.076
H 3.22730 -0.77382 4.77979 0.0 0.2 -0.1 0.075
H 3.16609 -5.19171 0.08111 0.0 0.2 -0.2 0.084
H 0.35754 2.89238 -1.07079 0.3 -0.4 -0.2 0.123
H 0.64975 0.66677 5.25907 0.1 -0.2 -0.2 0.058
H -7.11861 0.66953 2.00847 0.3 0.1 -0.2 0.085
H -2.63268 -3.08781 -2.10223 0.0 0.0 -0.3 0.030
H 2.16598 1.22078 -3.65836 0.2 0.3 0.0 0.094
H 2.27787 2.70879 -4.66425 0.0 -0.1 0.3 0.086
H 4.23367 -1.48666 0.06427 0.2 -0.3 0.1 0.082
H 3.18833 0.98242 4.98641 0.1 -0.2 -0.2 0.066
H -7.25473 1.41568 -0.38185 0.1 -0.1 0.1 0.085
H -2.80784 0.40981 1.65042 -0.6 0.3 -0.3 0.027
H -2.89589 2.17651 -1.67199 -0.1 0.2 -0.1 0.123
H 3.75139 2.76595 3.96742 -0.1 0.1 -0.2 0.054
H -0.28374 -0.06052 3.88679 0.3 0.0 0.4 -0.021
H 1.79234 -4.68550 1.08032 0.1 0.1 -0.1 0.097
H 1.30960 4.87579 -3.57380 0.0 -0.2 0.0 0.083
H -0.21967 3.64714 0.84242 0.0 0.0 0.1 0.047
H 4.04491 0.24751 3.59076 -0.2 0.1 0.2 0.060
```
Positions in Å, forces in eV/Å.


> What is the maximum force in the second record?

2.4 eV Å⁻¹


> Among the records above, which one has the lowest LUMO level?

C26H48BrO6PS